# 1
83
Properties=species:S:1:pos:R:3:forces:R:3:mulliken_charge:R:1 method="wB97M-V/def2-TZVPD" multiplicity=2 homo_ha="-0.194 / -0.175" e_tot_ev=-103624.0303 total_charge=-1 s_squared=1.001 orbital_gap_ha="0.271 / 0.252"
H 5.0105 3.2408 2.9045 0.0 0.0 0.0 0.337
C -2.1919 -0.8608 -2.2335 0.0 0.0 0.0 -0.178
C -5.6010 -3.7307 1.1903 -0.1 0.1 -0.4 0.439
C 0.7013 -5.5292 -0.4345 -0.1 0.0 0.0 -0.635
H 3.8527 3.7885 1.6854 0.0 0.0 0.0 0.184
N 2.5428 2.0770 0.1959 0.0 -0.1 0.1 -0.076
C -3.0924 -3.6690 0.6729 0.0 -0.1 0.1 -1.012
H 4.7556 -0.4115 4.4985 0.0 0.0 0.0 0.411
H -3.1825 -4.7269 0.4656 0.0 0.0 0.0 0.541
C -1.0139 1.9913 1.9106 -0.1 -0.1 0.0 -0.064
H 0.5324 6.7910 -3.0702 0.0 0.0 0.0 0.368
C 0.1070 3.5795 -2.0852 0.0 0.0 0.0 -0.316
H -1.5225 3.7960 2.9341 0.0 0.0 0.0 0.456
H -5.4990 -0.5087 -2.8554 0.0 0.0 0.0 0.404
C 1.8360 5.7235 -1.7400 0.0 0.0 0.0 -0.712
H -5.0965 1.4881 -1.3899 0.0 0.0 0.0 0.453
C 2.8057 1.0499 1.0310 0.0 0.1 -0.1 0.463
H -0.5492 2.7275 -2.2076 0.0 0.0 0.0 0.468
H -3.8260 2.9811 3.4857 0.0 0.0 0.0 0.437
H -4.9940 -1.2038 1.8869 0.0 0.0 0.0 0.623
H 5.0020 1.2932 4.1102 0.0 0.0 0.0 0.311
C -0.7487 -2.3055 -3.7221 0.0 0.0 0.1 0.957
N -1.8154 -1.6675 0.8182 0.2 -0.3 0.1 0.478
H 0.7930 -6.4722 -0.9585 0.0 0.0 0.0 0.402
C -0.9461 -1.5829 -2.5488 0.0 0.0 0.0 0.847
C -3.1363 2.3592 2.9293 -0.1 0.0 0.0 -0.702
C 0.7243 5.8539 -2.5619 0.0 0.0 0.0 -0.322
C 4.4220 0.4051 3.8549 0.0 0.0 0.0 -1.016
C -2.8856 -1.0545 1.3498 0.1 0.0 0.0 0.698
C 4.5915 0.0269 2.3894 0.0 0.0 0.0 -0.487
C 1.4349 2.1352 -0.5412 0.1 0.0 0.0 -0.800
C 5.0217 2.0906 1.0575 0.0 0.0 0.0 -0.640
C -4.5134 -0.2989 -2.4602 0.0 0.0 0.0 -0.578
C -3.5165 1.0945 2.5218 0.1 0.0 0.0 -0.661
N -2.0265 0.1336 -1.3360 -0.1 -0.3 0.1 0.872
F 2.7281 -3.1244 -3.5231 0.0 0.0 0.0 -0.398
C 1.2174 3.4459 -1.2571 0.0 0.0 0.0 0.691
O 0.5723 1.2631 -0.7342 -0.3 0.1 -0.1 -0.335
H 4.8886 2.2806 -0.0058 0.0 0.0 0.0 0.421
C -4.2326 -3.0072 1.0988 0.0 0.0 0.1 -0.644
N 4.0956 1.0365 1.4653 0.0 0.0 0.0 0.264
H 2.7877 -5.3914 0.0970 0.0 0.0 0.0 0.415
H 5.6464 -0.1355 2.1559 0.0 0.0 0.0 0.421
H -3.5853 -1.9712 -3.4287 0.0 0.0 0.0 0.552
H 3.3703 0.5975 4.0659 0.0 0.0 0.0 0.219
H -1.0032 4.8774 -3.3793 0.0 0.0 0.0 0.414
H -1.4144 -5.3405 -0.7774 0.0 0.0 0.0 0.398
H 4.0583 -0.9001 2.1889 0.0 0.0 0.0 0.084
C -1.8888 -2.9864 0.5770 -0.1 0.2 -0.1 0.971
C -4.3023 0.7971 -1.6350 0.0 0.0 0.0 -1.091
C 4.8547 3.3901 1.8355 0.0 0.0 0.0 -1.026
C -0.1382 4.7798 -2.7350 0.0 0.0 0.0 -0.797
C 1.6406 -3.7111 0.7787 -0.1 0.1 -0.1 -0.061
C 2.0823 4.5227 -1.0913 0.0 0.0 0.0 -0.245
C 1.5115 -2.6173 -3.1909 0.0 0.0 -0.1 0.409
C 1.3696 -1.9138 -2.0184 0.0 0.0 0.1 -0.403
N 0.4692 -3.0969 0.8635 0.0 0.0 0.1 -0.052
H 0.6022 -3.3993 -4.9900 0.0 0.0 0.0 0.500
H 5.5805 4.1294 1.4884 0.0 0.0 0.0 0.329
C 1.8092 -4.9323 0.1438 0.1 0.0 0.0 -0.687
H 6.0304 1.6984 1.2020 0.0 0.0 0.0 0.400
O -5.5774 -4.9269 0.8520 0.0 0.0 0.1 -0.740
H 2.2399 -1.7808 -1.3849 0.0 0.0 0.0 0.523
H 2.5126 6.5586 -1.6060 0.0 0.0 0.0 0.401
C -4.1081 -1.6853 1.4957 0.0 -0.1 -0.1 -0.732
H -2.8356 1.7748 -0.4079 0.0 0.0 0.0 0.592
N -1.3814 0.7771 1.4988 0.0 0.1 -0.1 0.633
C -0.5299 -4.9042 -0.3350 0.0 0.0 -0.1 -0.841
C -3.0455 0.9571 -1.0878 0.1 0.0 0.0 -0.373
H -0.0041 2.2830 1.6524 0.0 0.0 0.0 0.091
C -2.6064 0.3249 1.8034 0.0 -0.1 0.0 0.028
C -3.4520 -1.1226 -2.7780 0.0 0.0 0.0 -1.177
Mn -0.3950 -0.3669 0.0280 0.2 0.8 0.0 -0.331
H 2.4751 -3.1816 1.2268 0.0 0.0 0.0 0.189
C 0.1255 -1.3913 -1.6485 0.1 -0.1 0.2 0.531
C -0.6009 -3.6835 0.3281 0.0 0.0 0.0 0.613
H 2.9450 4.3968 -0.4513 0.0 0.0 0.0 0.381
C -1.8616 2.8171 2.6248 0.1 0.1 0.0 -0.964
O -6.5470 -2.9955 1.5306 0.0 0.0 0.2 -0.745
H -4.4966 0.7038 2.7533 0.0 0.0 0.0 0.436
C 0.4677 -2.8478 -4.0716 0.0 0.0 0.0 -1.175
F -1.7689 -2.4853 -4.6051 0.0 0.0 0.0 -0.397
S 1.7185 -0.1170 1.6404 -0.2 -0.4 -0.1 -0.641



# 2
80
Properties=species:S:1:pos:R:3:forces:R:3:mulliken_charge:R:1 method="wB97M-V/def2-TZVPD" multiplicity=1 homo_ha=-0.357 smiles=OCCO.OCCO.OCCO.OCCO.OCCO.OCCO.OCCO.OCCO e_tot_ev=-50126.0492 total_charge=0 orbital_gap_ha=0.358
H 1.5213 -26.8141 3.2433 0.1 0.0 0.0 0.290
C 0.0177 -26.0161 2.3036 0.2 0.1 -0.8 -0.592
C -7.5952 -19.5620 -1.6726 -0.9 -0.9 0.7 -0.670
H -7.5105 -18.0811 3.0079 0.0 -0.1 0.1 0.337
H -7.9493 -20.6073 -1.6282 0.0 0.2 -0.5 0.429
H -5.6846 -20.4050 -1.2754 0.0 0.2 0.3 -0.058
H -3.5039 -16.9185 1.6930 0.1 0.5 0.1 0.343
H -6.0510 -17.6568 -1.7180 0.1 0.0 -0.1 0.284
H -5.6627 -18.9312 5.1051 0.1 0.0 0.0 0.359
H 0.3624 -20.7525 -2.5992 0.0 0.0 -0.1 -0.020
H -5.9699 -17.3986 1.1149 -0.4 0.2 0.2 0.204
H -2.3166 -19.8196 -1.7321 0.0 0.3 0.2 0.288
C -3.4776 -25.8961 -0.7603 0.1 0.7 -0.2 -0.542
H -0.0994 -19.7039 1.4087 0.2 0.0 -0.4 0.384
C -6.1179 -19.5933 -1.8670 0.6 -0.1 -0.1 -0.012
O -1.0197 -20.3602 -0.2089 -0.2 0.6 0.3 -0.478
H 2.0233 -20.1940 -2.7834 0.1 0.0 -0.3 0.364
C -3.9771 -16.7324 0.7275 -0.4 -0.3 -1.0 0.271
H -7.8986 -19.1803 -0.6879 0.4 0.3 0.0 0.327
O 0.4010 -24.4392 0.4825 -0.8 -0.7 0.4 -0.677
H -2.6861 -26.2120 -0.0824 -0.1 -0.2 0.0 0.150
C -5.6242 -19.5347 3.2468 1.2 0.8 0.1 -0.455
H -5.8645 -15.9625 0.0231 0.0 -0.6 -0.4 0.424
H -0.2800 -24.4748 -0.2039 -0.1 0.1 0.0 0.313
H 1.2027 -23.6445 -0.7965 0.2 0.3 0.2 0.355
H -3.8018 -17.6299 0.1247 -0.2 0.0 0.0 -0.090
C 1.7721 -21.8546 -1.4919 0.2 -1.5 1.1 -0.429
H -1.0021 -24.7146 -2.2903 0.2 0.4 0.0 0.210
O 1.5491 -21.8780 -3.8714 0.2 -0.1 -0.3 -0.611
O 0.9416 -23.0545 -1.5125 0.3 0.9 -0.9 -0.321
H 0.0715 -23.8759 2.3915 -0.4 0.0 0.1 0.381
H -5.0982 -14.7623 1.7324 0.0 0.0 0.0 0.369
C -2.8275 -25.2725 -1.9813 0.4 -0.7 0.1 -0.429
H -0.6270 -26.1699 3.1737 0.1 -0.1 0.0 0.415
O 0.6822 -19.7437 1.9781 -0.1 0.0 0.3 -0.451
C -0.2963 -24.6516 1.7162 0.8 -0.3 0.1 -0.233
C 0.4021 -18.9347 3.1176 -0.3 -0.5 -0.7 -0.310
H -4.7407 -20.1468 3.0098 -0.5 -0.6 0.1 0.227
C -2.7732 -21.7387 -1.0267 -0.5 -0.6 0.1 -0.198
C -1.0660 -19.0714 3.4912 0.5 -0.6 -0.1 -0.565
H -3.0533 -19.8544 -0.0987 0.2 0.2 0.1 -0.568
O 1.4006 -26.0971 2.6153 -0.2 0.1 0.3 -0.498
H -7.2262 -20.7318 2.4242 -0.2 0.0 0.1 0.376
H -5.8807 -19.8513 -2.9080 -0.2 0.2 0.0 0.323
C -6.7559 -19.7573 2.2984 0.8 0.6 -0.8 0.160
H -4.0567 -26.7549 -1.1090 -0.1 0.0 0.3 0.394
H -5.0474 -24.7238 -0.5370 0.0 -0.1 0.0 0.309
H -2.5320 -15.6077 0.0245 0.0 0.1 -0.1 0.317
H -6.2566 -19.7090 1.3159 -0.2 -0.4 -0.1 -0.242
O -4.2686 -24.9629 -0.0232 0.1 -0.1 0.0 -0.531
O -5.6360 -15.5240 1.9760 -0.2 -0.5 0.1 -0.610
O -6.0180 -19.6611 4.5951 -0.3 -0.2 0.3 -0.565
O -2.8662 -22.3787 0.2366 0.0 0.1 0.2 -0.427
H -0.2000 -26.7535 1.5145 -0.2 -0.1 0.3 0.207
H 0.6325 -17.8956 2.8653 0.1 0.1 0.4 0.230
H -1.2817 -18.4754 4.3783 -0.3 0.1 -0.1 0.387
O -1.6755 -24.4830 -1.6428 -0.5 -0.6 -0.2 -0.348
H 1.6307 -21.3460 -0.5293 -0.3 0.4 -0.4 0.277
O -5.4696 -18.3907 -1.4899 -0.1 -0.1 0.0 -0.449
H 1.0184 -19.3487 3.9139 0.1 0.4 0.2 0.362
O -1.8949 -18.6996 2.3973 -0.2 0.2 0.1 -0.234
H -0.6454 -21.2468 -0.2810 -0.2 -0.1 0.0 0.125
H 1.2846 -22.7694 -3.6075 0.0 0.1 0.0 0.325
C 1.4019 -21.0880 -2.7218 -0.2 0.5 0.6 -0.040
H -2.0958 -19.5033 1.9050 0.0 0.1 -0.1 0.043
O -7.6981 -18.6991 2.2949 -0.4 -0.2 0.1 -0.522
C -2.3373 -20.3382 -0.7659 0.5 -0.3 -0.7 0.408
C -5.4565 -16.4681 0.9013 0.6 0.7 0.5 -0.600
H -1.3757 -24.6130 1.5488 0.0 0.4 0.1 0.225
H -3.2972 -23.2359 0.1519 -0.1 -0.2 -0.1 0.188
O -8.2184 -18.8133 -2.6992 0.1 0.0 -0.2 -0.518
H 2.8223 -22.1770 -1.4413 -0.1 0.2 -0.6 0.362
H -3.5663 -24.7012 -2.5538 0.1 0.2 0.0 0.246
H -5.1972 -18.5318 3.0703 -0.4 0.0 0.0 0.291
H -3.7448 -21.7488 -1.5429 0.1 0.1 0.0 0.340
H -2.0473 -22.2681 -1.6561 0.0 0.2 0.0 0.211
O -3.4941 -15.5971 -0.0091 0.5 0.0 0.6 -0.585
H -9.0828 -19.1900 -2.8755 -0.1 0.1 0.0 0.306
H -2.5120 -26.1238 -2.5982 0.0 0.2 -0.1 0.500
H -1.2389 -20.1320 3.7063 0.0 0.1 0.3 0.244



# 3
17
Properties=species:S:1:pos:R:3:forces:R:3:mulliken_charge:R:1 method="wB97M-V/def2-TZVPD" multiplicity=1 homo_ha=-0.344 smiles="O=C1CCC[C@@H](F)C1" e_tot_ev=-11129.5083 total_charge=0 orbital_gap_ha=0.373
C -1.4878 -0.1477 0.0856 -4.5 -1.9 -0.1 0.478
H 0.2392 1.1328 -1.1811 0.6 0.4 1.6 0.188
H 2.0605 0.1538 1.0104 1.0 0.0 0.1 0.310
H 0.9786 2.2123 0.0248 -0.3 -1.2 0.2 0.364
C -0.5330 -1.2438 -0.7074 -2.4 -0.3 -1.9 -0.797
H -1.0009 1.5008 1.7687 0.9 -2.0 -3.0 0.240
H -1.5383 1.8033 0.1802 0.1 1.2 -1.0 0.315
F -0.0365 -1.0921 1.5354 3.0 -1.1 -1.9 -0.377
C 0.5312 1.1715 -0.0512 1.3 2.4 -3.7 -0.438
H 2.3209 0.2772 -0.8168 -0.1 -0.9 0.3 0.343
H -1.0863 -2.3610 -1.0354 1.5 3.3 1.9 0.265
C -0.8165 1.1238 0.5674 -1.2 -0.3 3.4 -0.493
H -0.4978 -0.8046 -1.7932 0.7 -0.6 2.0 0.246
O -2.7540 -0.2519 0.1452 4.8 0.0 -0.4 -0.631
C 0.7530 -1.2671 0.1658 -1.8 0.6 -0.5 0.217
H 1.2228 -2.2761 0.0833 -0.1 1.0 0.9 0.381
C 1.6449 0.0688 0.0182 -3.7 -0.5 2.1 -0.611